Arrangement P

Computed, not measured: 6 unconnected molecules or ions with the total composition C6H24O6, with the ωB97M-V functional and the def2-TZVPD basis.

Summary:
HOMO-LUMO gap   11.173 eV
SMILES string   CCO.CCO.CCO.O.O.O
E_LUMO   0.74 eV
Total charge   0
Highest occupied orbital energy   -10.43 eV
2S+1   1

Each atom is followed by the atoms it is bonded to, with distances in Å.
Positions of all 36 atoms, in Å:
1 O 2.4417 1.8675 -3.0297  H2 0.977, H3 0.966
2 H 3.2931 1.4606 -3.2836  O1 0.977
3 H 2.4282 1.5769 -2.1087  O1 0.966
4 O -0.5394 0.9773 -2.1343  H5 0.948, H6 0.982
5 H -0.4279 1.2100 -3.0469  O4 0.948
6 H 0.1965 0.4077 -1.8192  O4 0.982
7 O -0.5984 1.8858 0.6556  H8 0.959, H9 0.967
8 H -0.3853 1.8973 -0.2792  O7 0.959
9 H -1.4845 2.2720 0.6456  O7 0.967
10 C 3.9703 -1.1941 -0.9130  C11 1.539, H13 1.111, H14 1.042, H15 1.058
11 C 2.4716 -1.5393 -0.9756  C10 1.539, O12 1.428, H16 1.133, H17 1.064
12 O 1.5713 -0.4338 -0.8896  C11 1.428, H18 1.006
13 H 4.2849 -0.5701 -1.7765  C10 1.111
14 H 4.5862 -2.0348 -0.9136  C10 1.042
15 H 4.0802 -0.6735 0.0018  C10 1.058
16 H 2.3070 -2.2703 -0.1263  C11 1.133
17 H 2.2902 -2.0308 -1.9021  C11 1.064
18 H 1.4760 -0.3935 0.1114  O12 1.006
19 C -4.0855 -0.2630 0.7038  C20 1.532, H22 1.078, H23 1.113, H24 1.115
20 C -3.6783 0.9201 -0.1808  C19 1.532, O21 1.427, H25 1.074, H26 1.130
21 O -3.3585 2.0503 0.6289  C20 1.427, H27 0.981
22 H -5.0020 0.0009 1.2058  C19 1.078
23 H -3.3400 -0.5354 1.4840  C19 1.113
24 H -4.3226 -1.1630 0.0894  C19 1.115
25 H -4.5000 1.1728 -0.8252  C20 1.074
26 H -2.7318 0.7131 -0.7632  C20 1.130
27 H -4.0094 2.7819 0.5743  O21 0.981
28 C -0.1781 -1.7231 1.9063  C29 1.508, H31 1.059, H32 1.112, H33 1.158
29 C 0.4835 -0.5651 2.6103  C28 1.508, O30 1.476, H34 1.048, H35 1.077
30 O 1.5755 -0.0030 1.7924  C29 1.476, H36 0.975
31 H -0.9653 -2.1859 2.4430  C28 1.059
32 H 0.6408 -2.4409 1.6787  C28 1.112
33 H -0.5009 -1.4764 0.8214  C28 1.158
34 H 0.8847 -0.8226 3.5437  C29 1.048
35 H -0.1959 0.2688 2.6650  C29 1.077
36 H 1.3223 0.8557 1.4058  O30 0.975

Arrangement Q

Computed, not measured: 6 unconnected molecules or ions with the total composition C6H24O6, with the ωB97M-V functional and the def2-TZVPD basis.

Summary:
HOMO-LUMO gap   9.824 eV
SMILES string   CO.CO.CO.CO.CO.CO
E_LUMO   0.33 eV
Total charge   0
Highest occupied orbital energy   -9.50 eV
2S+1   1

Each atom is followed by the atoms it is bonded to, with distances in Å.
Positions of all 36 atoms, in Å:
1 C 3.6160 -1.6989 -0.2068  O2 1.414, H3 1.089, H4 1.093, H5 1.098
2 O 3.7968 -0.3266 0.0796  C1 1.414, H6 0.967
3 H 4.5787 -2.0922 -0.5304  C1 1.089
4 H 3.2521 -2.2547 0.6609  C1 1.093
5 H 2.9062 -1.8362 -1.0329  C1 1.098
6 H 2.9688 -0.0112 0.4678  O2 0.967
7 C 0.0814 -0.0736 -0.3659  O8 1.403, H9 1.091, H10 1.093, H11 1.097
8 O 1.0479 0.0822 0.6395  C7 1.403, H12 0.964
9 H 0.4457 -0.7623 -1.1291  C7 1.091
10 H -0.8702 -0.4582 0.0108  C7 1.093
11 H -0.1065 0.8675 -0.8965  C7 1.097
12 H 0.7000 0.6708 1.3189  O8 0.964
13 C 1.8045 3.4657 2.9987  O14 1.416, H15 1.093, H16 1.095, H17 1.089
14 O 0.9826 2.6385 2.1956  C13 1.416, H18 0.961
15 H 1.5746 4.5289 2.8921  C13 1.093
16 H 1.7491 3.1892 4.0565  C13 1.095
17 H 2.8373 3.3318 2.6814  C13 1.089
18 H 0.0656 2.9217 2.2453  O14 0.961
19 C 2.3788 -1.1688 -4.1614  O20 1.423, H21 1.094, H22 1.089, H23 1.092
20 O 1.3482 -0.3078 -4.6318  C19 1.423, H24 0.960
21 H 3.3156 -0.6326 -3.9812  C19 1.094
22 H 2.0541 -1.5346 -3.1888  C19 1.089
23 H 2.5558 -2.0114 -4.8326  C19 1.092
24 H 1.6791 0.1526 -5.4066  O20 0.960
25 C -3.6130 -2.3393 -0.4074  O26 1.430, H27 1.090, H28 1.083, H29 1.096
26 O -4.3326 -3.5046 0.0023  C25 1.430, H30 0.960
27 H -2.5444 -2.4599 -0.2279  C25 1.090
28 H -3.8644 -2.1786 -1.4490  C25 1.083
29 H -3.9718 -1.4761 0.1645  C25 1.096
30 H -4.3144 -3.5610 0.9608  O26 0.960
31 C -3.8705 1.7754 1.8659  O32 1.417, H33 1.097, H34 1.086, H35 1.097
32 O -2.8779 0.9165 1.3316  C31 1.417, H36 0.962
33 H -3.8025 1.9022 2.9532  C31 1.097
34 H -3.7532 2.7465 1.3930  C31 1.086
35 H -4.8795 1.3890 1.6777  C31 1.097
36 H -2.9383 0.1100 1.8522  O32 0.962

arrangement P is the most stable structure; the next one sits 0.0816 hartree above it.

Arrangement P

Computed, not measured: 6 unconnected molecules or ions with the total composition C6H24O6, with the ωB97M-V functional and the def2-TZVPD basis.

Summary:
HOMO-LUMO gap   10.343 eV
SMILES string   CCO.CCO.CCO.O.O.O
E_LUMO   0.35 eV
Total charge   0
Highest occupied orbital energy   -9.99 eV
2S+1   1

Each atom is followed by the atoms it is bonded to, with distances in Å.
Positions of all 36 atoms, in Å:
1 C 8.8951 -9.8552 21.4060  C2 1.542, H4 1.090, H5 1.090, H6 1.090
2 C 8.9654 -9.5411 22.9144  C1 1.542, O3 1.410, H7 1.090, H8 1.090
3 O 8.2850 -8.3270 23.1432  C2 1.410, H9 0.960
4 H 7.9900 -10.3276 21.0242  C1 1.090
5 H 9.8117 -10.3579 21.0975  C1 1.090
6 H 8.9061 -8.9192 20.8476  C1 1.090
7 H 9.9818 -9.3335 23.2488  C2 1.090
8 H 8.6087 -10.3041 23.6063  C2 1.090
9 H 7.3487 -8.4442 22.9664  O3 0.960
10 C 2.3334 -6.5261 13.3237  C11 1.532, H13 1.090, H14 1.090, H15 1.090
11 C 3.5338 -7.4378 13.5992  C10 1.532, O12 1.386, H16 1.090, H17 1.090
12 O 4.4218 -6.7978 14.4499  C11 1.386, H18 0.960
13 H 2.6473 -5.6626 12.7372  C10 1.090
14 H 2.0239 -6.1291 14.2904  C10 1.090
15 H 1.5207 -7.0775 12.8510  C10 1.090
16 H 4.0177 -7.7080 12.6606  C11 1.090
17 H 3.1456 -8.3701 14.0093  C11 1.090
18 H 4.8650 -6.1632 13.8820  O12 0.960
19 C 3.9562 -4.6099 20.7098  C20 1.460, H22 1.090, H23 1.090, H24 1.090
20 C 4.1329 -5.3511 19.4645  C19 1.460, O21 1.391, H25 1.090, H26 1.090
21 O 5.0325 -4.7027 18.6253  C20 1.391, H27 0.960
22 H 3.5295 -3.6703 20.3589  C19 1.090
23 H 4.8499 -4.3008 21.2519  C19 1.090
24 H 3.2173 -5.1044 21.3405  C19 1.090
25 H 3.1499 -5.3486 18.9934  C20 1.090
26 H 4.4611 -6.3763 19.6357  C20 1.090
27 H 4.9585 -5.1378 17.7727  O21 0.960
28 O 6.2899 -9.7504 16.7229  H29 0.957, H30 0.957
29 H 6.0156 -9.0834 16.0935  O28 0.957
30 H 6.7473 -10.4049 16.1950  O28 0.957
31 O 8.1813 -12.3161 13.8284  H32 0.957, H33 0.957
32 H 8.2166 -12.0387 12.9129  O31 0.957
33 H 8.6210 -13.1663 13.8386  O31 0.957
34 O 3.5057 -10.9481 19.3858  H35 0.957, H36 0.957
35 H 4.1985 -10.6803 18.7821  O34 0.957
36 H 2.6930 -10.7709 18.9122  O34 0.957

Arrangement Q

Computed, not measured: 6 unconnected molecules or ions with the total composition C6H24O6, with the ωB97M-V functional and the def2-TZVPD basis.

Summary:
HOMO-LUMO gap   10.218 eV
SMILES string   CO.CO.CO.CO.CO.CO
E_LUMO   0.08 eV
Total charge   0
Highest occupied orbital energy   -10.14 eV
2S+1   1

Each atom is followed by the atoms it is bonded to, with distances in Å.
Positions of all 36 atoms, in Å:
1 C 0.4012 -2.0850 5.7674  O2 1.403, H3 1.090, H4 1.090, H5 1.090
2 O 1.1407 -2.0482 4.5757  C1 1.403, H6 0.960
3 H 0.6172 -2.9134 6.4421  C1 1.090
4 H 0.5958 -1.1478 6.2889  C1 1.090
5 H -0.6570 -2.2309 5.5505  C1 1.090
6 H 0.8714 -1.3638 3.9587  O2 0.960
7 C 1.1201 0.8531 2.8342  O8 1.390, H9 1.090, H10 1.090, H11 1.090
8 O -0.1108 0.2480 3.0595  C7 1.390, H12 0.960
9 H 0.8867 1.8345 2.4212  C7 1.090
10 H 1.5069 1.1861 3.7974  C7 1.090
11 H 1.9012 0.3496 2.2648  C7 1.090
12 H -0.7564 0.7583 3.5538  O8 0.960
13 C 2.4781 -1.0407 -3.7606  O14 1.444, H15 1.090, H16 1.090, H17 1.090
14 O 2.6381 -0.9712 -5.1938  C13 1.444, H18 0.960
15 H 1.7870 -1.7998 -3.3942  C13 1.090
16 H 3.4205 -1.2045 -3.2380  C13 1.090
17 H 2.1732 -0.0492 -3.4257  C13 1.090
18 H 2.9934 -0.1341 -5.5013  O14 0.960
19 C 0.1766 -0.3081 -0.5758  O20 1.453, H21 1.090, H22 1.090, H23 1.090
20 O -0.4828 -0.9442 0.5516  C19 1.453, H24 0.960
21 H 0.3594 0.7521 -0.4007  C19 1.090
22 H 1.2032 -0.6342 -0.7428  C19 1.090
23 H -0.3811 -0.5047 -1.4915  C19 1.090
24 H -0.2027 -0.4976 1.3539  O20 0.960
25 C -0.4117 1.0811 -5.1306  O26 1.407, H27 1.090, H28 1.090, H29 1.090
26 O -1.5553 1.8720 -5.3475  C25 1.407, H30 0.960
27 H 0.4965 1.6541 -4.9433  C25 1.090
28 H -0.6922 0.5742 -4.2074  C25 1.090
29 H -0.2556 0.2890 -5.8629  C25 1.090
30 H -2.1958 1.2624 -5.7212  O26 0.960
31 C -3.1338 0.9284 0.8722  O32 1.435, H33 1.090, H34 1.090, H35 1.090
32 O -3.4704 2.1855 1.4765  C31 1.435, H36 0.960
33 H -3.5349 0.0976 1.4526  C31 1.090
34 H -3.7306 0.7502 -0.0224  C31 1.090
35 H -2.1493 0.9370 0.4043  C31 1.090
36 H -3.0468 2.2647 2.3343  O32 0.960

Arrangement R

Computed, not measured: 6 unconnected molecules or ions with the total composition C6H24O6, with the ωB97M-V functional and the def2-TZVPD basis.

Summary:
HOMO-LUMO gap   10.514 eV
SMILES string   CO.CO.CO.CO.CO.CO
E_LUMO   0.27 eV
Total charge   0
Highest occupied orbital energy   -10.24 eV
2S+1   1

Each atom is followed by the atoms it is bonded to, with distances in Å.
Positions of all 36 atoms, in Å:
1 C -1.7489 -0.8184 -0.0269  O2 1.394, H3 1.090, H4 1.090, H5 1.090
2 O -0.5224 -1.4801 -0.0225  C1 1.394, H6 0.960
3 H -1.7056 0.1637 -0.4978  C1 1.090
4 H -2.5828 -1.3629 -0.4697  C1 1.090
5 H -1.9395 -0.7905 1.0459  C1 1.090
6 H 0.1086 -0.9523 0.4724  O2 0.960
7 C -6.0871 4.9740 -1.8270  O8 1.424, H9 1.090, H10 1.090, H11 1.090
8 O -5.8394 3.6203 -2.1913  C7 1.424, H12 0.960
9 H -6.8517 5.3231 -1.1330  C7 1.090
10 H -5.1235 5.3959 -1.5413  C7 1.090
11 H -6.3914 5.5561 -2.6968  C7 1.090
12 H -5.2874 3.5842 -2.9759  O8 0.960
13 C 5.6110 1.3585 -0.0131  O14 1.453, H15 1.090, H16 1.090, H17 1.090
14 O 5.6094 1.6291 1.4147  C13 1.453, H18 0.960
15 H 5.3336 2.2873 -0.5116  C13 1.090
16 H 6.6465 1.1821 -0.3042  C13 1.090
17 H 5.0678 0.4856 -0.3751  C13 1.090
18 H 6.2328 2.3464 1.5507  O14 0.960
19 C 2.4543 -5.4423 3.2207  O20 1.376, H21 1.090, H22 1.090, H23 1.090
20 O 2.7031 -5.7876 1.9123  C19 1.376, H24 0.960
21 H 3.0959 -4.6403 3.5858  C19 1.090
22 H 1.3827 -5.2912 3.3506  C19 1.090
23 H 2.6396 -6.3867 3.7325  C19 1.090
24 H 2.1499 -5.2611 1.3305  O20 0.960
25 C -2.1564 -3.4923 -5.2385  O26 1.425, H27 1.090, H28 1.090, H29 1.090
26 O -0.9243 -3.8720 -4.6314  C25 1.425, H30 0.960
27 H -3.0244 -3.7456 -4.6298  C25 1.090
28 H -2.2641 -2.4093 -5.1784  C25 1.090
29 H -2.2196 -3.8491 -6.2665  C25 1.090
30 H -0.6343 -3.1531 -4.0651  O26 0.960
31 C 0.8161 3.7684 3.8370  O32 1.395, H33 1.090, H34 1.090, H35 1.090
32 O 1.3384 2.5025 4.1028  C31 1.395, H36 0.960
33 H -0.2667 3.6436 3.8229  C31 1.090
34 H 1.0426 4.4721 4.6380  C31 1.090
35 H 1.1215 4.0830 2.8391  C31 1.090
36 H 2.2154 2.3587 3.7397  O32 0.960

arrangement P is the most stable structure; the next one sits 0.1019 hartree above it.

Arrangement P

Computed, not measured: a gas-phase ion, C8H14N (charge +1), with the ωB97M-V functional and the def2-TZVPD basis.

Summary:
HOMO-LUMO gap   9.600 eV
SMILES string   C=C[C@]12CCC[C@H]1[C@@H]2[NH3+]
E_LUMO   -3.41 eV
Total charge   +1
Highest occupied orbital energy   -13.01 eV
2S+1   1

Each atom is followed by the atoms it is bonded to, with distances in Å.
Positions of all 23 atoms, in Å:
1 C 2.0209 1.9101 0.0207  C2 1.315, H10 1.072, H11 1.169
2 C 1.4275 0.8060 0.4190  C1 1.315, C8 1.470, H12 1.208
3 C -2.1080 0.9276 0.0723  C4 1.580, C5 1.586, H13 1.151, H14 1.003
4 C -2.0144 -0.6169 0.3910  C3 1.580, C6 1.560, H15 0.983, H16 1.204
5 C -0.7775 1.2840 -0.7138  C3 1.586, C8 1.487, H17 1.033, H18 1.019
6 C -0.4798 -0.8158 0.5880  C4 1.560, C7 1.483, C8 1.500, H19 1.138
7 C 0.3067 -1.4201 -0.5150  C6 1.483, C8 1.746, N9 1.495, H20 1.048
8 C 0.1874 0.2888 -0.1762  C2 1.470, C5 1.487, C6 1.500, C7 1.746
9 N 1.6124 -2.0378 -0.1309  C7 1.495, H21 0.955, H22 1.019, H23 0.996
10 H 2.7703 2.4296 0.5848  C1 1.072
11 H 1.8479 2.2848 -1.0727  C1 1.169
12 H 1.6890 0.3879 1.5215  C2 1.208
13 H -3.0881 1.0302 -0.5220  C3 1.151
14 H -2.2270 1.4147 0.9406  C3 1.003
15 H -2.5532 -0.7553 1.2009  C4 0.983
16 H -2.4455 -1.2405 -0.5443  C4 1.204
17 H -0.7558 1.2739 -1.7463  C5 1.033
18 H -0.5551 2.2285 -0.4024  C5 1.019
19 H -0.3629 -1.2025 1.6522  C6 1.138
20 H -0.2369 -1.6996 -1.3670  C7 1.048
21 H 1.5563 -2.9905 -0.1020  N9 0.955
22 H 1.8572 -1.5344 0.7201  N9 1.019
23 H 2.3284 -1.9527 -0.8185  N9 0.996

Arrangement Q

Computed, not measured: a gas-phase ion, C8H14N (charge +1), with the ωB97M-V functional and the def2-TZVPD basis.

Summary:
HOMO-LUMO gap   8.950 eV
SMILES string   CC=C=C=C[N+](C)(C)C
E_LUMO   -4.04 eV
Total charge   +1
Highest occupied orbital energy   -12.98 eV
2S+1   1

Each atom is followed by the atoms it is bonded to, with distances in Å.
Positions of all 23 atoms, in Å:
1 C 0.8411 -1.1316 0.0471  C2 1.312, C4 1.287
2 C 2.1494 -1.0466 0.0138  C1 1.312, C3 1.295
3 C 2.8054 0.0010 -0.3720  C2 1.295, C5 1.511, H10 1.164
4 C -0.0208 -0.3587 0.6102  C1 1.287, N9 1.494, H11 1.148
5 C 3.8728 0.6590 0.4718  C3 1.511, H12 1.111, H13 1.093, H14 1.096
6 C -2.3941 -0.9423 0.7098  N9 1.506, H15 1.105, H16 1.116, H17 1.161
7 C -1.4664 -0.5286 -1.4472  N9 1.516, H18 1.097, H19 1.098, H20 1.151
8 C -1.6918 1.2905 0.0198  N9 1.431, H21 1.103, H22 1.091, H23 1.178
9 N -1.3624 -0.1024 0.0043  C4 1.494, C6 1.506, C7 1.516, C8 1.431
10 H 3.0724 0.1045 -1.4999  C3 1.164
11 H -0.1159 -0.0862 1.7212  C4 1.148
12 H 4.2898 1.5058 -0.1137  C5 1.111
13 H 4.6756 -0.0535 0.6762  C5 1.093
14 H 3.5268 0.9687 1.4641  C5 1.096
15 H -2.5067 -0.6821 1.7773  C6 1.105
16 H -3.3662 -0.9838 0.1635  C6 1.116
17 H -2.1371 -2.0321 1.0163  C6 1.161
18 H -2.4447 -0.1643 -1.7852  C7 1.097
19 H -0.6775 0.0060 -1.9916  C7 1.098
20 H -1.5689 -1.6746 -1.4769  C7 1.151
21 H -2.7869 1.4122 0.0762  C8 1.103
22 H -1.2983 1.9016 0.8337  C8 1.091
23 H -1.3958 1.9373 -0.9186  C8 1.178

arrangement P is the most stable structure; the next one sits 0.0762 hartree above it.